Entry 1:
Molecular formula: C9H20O4S
Method: DFT, ωB97M-V/def2-TZVPD

```
34
Properties=species:S:1:pos:R:3
H 2.58118 0.97732 -1.29993
S -3.37170 0.28197 -0.01937
C 0.04966 2.90057 0.27406
C 1.46475 2.66215 -0.27508
H 3.16981 -1.57726 1.02809
H -2.08547 -2.89685 0.46870
H 2.89554 0.80451 1.32614
H 1.45752 3.18457 -1.28141
H 0.69475 -1.94641 1.24638
H -0.04376 2.62856 1.37590
H 0.20038 -3.29458 0.04161
H 1.20826 0.23436 1.31494
O -3.16555 -1.29946 -0.30930
H 0.87522 0.73329 -1.03671
H 2.19431 -2.89440 -0.66128
C 1.80424 1.17526 -0.51936
O -4.98588 0.43792 -0.01338
C 2.11064 0.37900 0.75591
H -0.63398 -0.33523 -0.06321
H -0.89912 2.55902 -0.30995
H 2.20307 3.03367 0.38872
H -1.17777 -1.71252 -1.38163
H -2.14691 -1.30271 1.47661
C -2.04095 -1.79136 0.49179
C 2.66679 -1.00273 0.20367
H -0.10196 3.98541 0.44750
C -0.88671 -1.45674 -0.29560
C 0.39967 -2.19706 0.17665
C 1.71140 -1.92834 -0.62015
H 1.49851 -1.61849 -1.69012
H 3.54152 -0.83382 -0.52085
O -2.94098 0.59621 1.29816
H -5.36690 0.49724 -0.87998
O -2.87957 1.01691 -1.13750
```

Calculated values
LUMO   0.5 eV
Structure (SMILES)   CCCCCCCCCOS(=O)(=O)O
Frontier orbital gap   10.87 eV
HOMO energy   -10.40 eV

=====

Entry 2:
Molecular formula: C19H35FN3O5P2S2
Method: DFT, ωB97M-V/def2-TZVPD

```
67
Properties=species:S:1:pos:R:3
H 1.89063 -0.45697 -2.06424
P -0.16842 0.24800 -2.34794
C -2.03743 2.00404 2.48696
O 1.11031 -0.85190 -2.48393
H 1.40571 -4.01643 2.16768
H -0.67665 -1.70670 2.67191
H -1.60172 -0.38717 1.07773
C -1.54000 1.87974 -0.21731
H -3.57088 4.35448 -1.24669
P -1.61630 3.37496 -1.38580
C -3.05844 1.41091 -0.26300
C -0.46521 0.72911 -0.56223
H -2.52183 3.76553 -3.38090
H 1.55622 3.10844 -0.04648
N 0.82307 1.03456 0.09047
H 1.46877 0.28339 0.38105
H -1.95056 -1.00193 -0.57960
C 1.76882 2.09741 -0.46019
H -2.41653 2.11800 4.61632
C -0.27470 2.34465 4.48011
H 0.74191 4.22739 1.62900
H 1.32107 -4.39739 -4.59764
H 4.11043 -7.00399 -2.65301
H 1.83394 2.15009 -1.57005
H 3.42020 0.88689 -0.46132
C -1.69799 2.61230 3.89313
H -3.83188 -0.30910 -1.33267
O -2.19956 2.97440 -2.91944
H 3.74305 -5.80772 -0.51987
H 0.21863 1.39692 4.15341
H 3.16199 1.55537 1.01084
O -2.74531 4.46417 -0.74262
H -2.24891 0.90286 2.62998
H 1.13237 -1.42147 2.46108
C 1.64754 -4.03073 -2.50664
C 3.41762 -6.17182 -2.61134
H 0.05896 4.08762 -2.57616
N 3.14967 1.76113 0.00832
C 1.85104 -4.70630 -3.70431
C -3.66619 0.80195 -1.42410
C -1.06625 2.29519 1.27943
S 0.01611 -2.01750 0.32200
C 3.21186 -5.49914 -1.41284
H -3.02747 2.47796 2.21941
H 0.38641 3.20469 4.17107
C 2.32430 -4.42979 -1.35964
H -3.77922 1.56363 0.57629
H -4.01525 1.37500 -2.31335
H -0.35908 -4.17735 2.65147
F -0.29641 2.40161 5.88953
O -1.47088 -0.57327 -3.02917
H 2.16084 -3.90750 -0.42324
C 0.54831 -3.51702 2.69741
C -1.14078 -0.58158 0.07016
H 0.96187 -3.19516 -2.46725
C 0.25736 -2.06100 2.16200
H 1.18715 2.16605 1.96051
H -1.83433 0.07364 -3.66581
H 0.16307 0.76647 2.13269
H 2.89115 -6.30659 -4.68899
C 0.38808 1.61299 1.42215
H 0.84132 -3.47843 3.78409
H -1.93627 3.70531 4.00433
N -0.22543 4.08455 -1.59658
C 2.73447 -5.77844 -3.75617
S -0.62388 4.10494 1.55604
O 0.15950 1.38607 -3.28601
```

Calculated values
LUMO   -4.4 eV
Charge   +1
Frontier orbital gap   6.73 eV
HOMO energy   -11.11 eV

=====

Entry 3:
Molecular formula: C36H30AsN6O4PdS2
Method: DFT, ωB97M-V/def2-TZVPD

```
80
Properties=species:S:1:pos:R:3
N -4.44863 2.07483 3.11100
C 8.05707 -0.66777 1.03595
C -1.46967 -1.66091 -0.34057
S -1.91401 2.68881 2.61427
H 2.35644 2.22391 2.26773
O -1.58612 1.55236 -0.18659
H -1.75114 -1.06530 0.52362
H 3.11885 3.11785 -4.39858
H 3.55958 -1.75831 -0.29256
H -2.19134 0.60349 -4.60763
C 0.07256 2.90657 -2.95034
C -1.35582 -3.03824 -0.22106
C 6.84144 0.00149 1.18696
C -4.06960 1.89086 -2.06683
C -5.21877 2.18668 -2.78473
N 5.77561 -2.01361 0.53961
H -4.56028 3.84240 1.97590
C -4.20183 1.31763 -4.79216
C 1.21444 0.76281 -2.89463
C -2.04137 -0.61975 3.46567
C -3.15050 1.64503 2.97953
H -3.26255 -2.23456 4.22236
C -5.24465 1.04429 3.41144
H -0.97480 -4.88145 -1.24857
H 1.21789 -0.95373 -0.12942
C -4.89050 3.46971 2.94152
H 1.15140 4.51067 -3.86802
S 5.89123 -4.54691 -0.84056
H 8.99919 -0.16968 1.23080
N -3.16713 0.28153 3.25995
C -1.05906 -3.80698 -1.33852
C 2.64903 1.33186 1.72794
N -0.81905 -0.16378 3.19143
H -1.33270 -3.65272 4.73083
Pd -0.44837 1.10913 1.40031
H 1.20764 -0.50192 3.33946
H -4.75113 -1.08205 3.75640
H -1.50900 -3.51698 0.73751
N 8.13246 -1.92723 0.63804
H -0.84099 -1.36304 -3.66923
H -0.66747 -3.80456 -3.44796
H -6.18102 2.12950 -4.69743
H -3.99760 2.12129 -1.01142
As -1.43149 0.84190 -1.76357
C -0.88412 -3.20223 -2.57637
H 0.97637 -2.75050 4.37079
C 3.31482 -0.88249 0.29471
O 7.07764 -3.82921 0.03320
C -5.28437 1.89433 -4.14030
C 5.70807 -0.73842 0.91523
C 0.23283 -0.92800 3.53101
C 2.01945 -0.42785 0.37515
H 3.16222 0.72830 -3.78466
H 1.23233 -0.28877 -2.63797
C -1.27094 -1.05156 -1.57620
C -3.04451 1.02491 -4.08884
C -1.17692 -2.66721 4.31230
C 3.96887 0.93109 1.70363
H -4.46941 4.07875 3.73916
H -0.79987 3.51224 -2.73324
H -6.30838 1.14536 3.55696
C 2.30050 1.33492 -3.54082
C -0.98808 -1.82482 -2.70041
O 5.07775 -5.28265 0.08705
C -2.27180 -1.86842 4.00707
C 2.27332 2.67940 -3.88572
H 4.70087 1.49923 2.26015
C 4.32226 -0.20627 0.98149
H 6.81603 1.04226 1.47205
C -4.44834 -0.07967 3.51728
H -5.97458 3.48652 2.99708
C 0.09931 -2.17861 4.10333
H -6.06264 2.64953 -2.29144
H -4.25606 1.10385 -5.85067
N 1.67647 0.66247 1.08379
O 5.32095 -3.59553 -1.75784
C -2.99431 1.30476 -2.72633
C 6.97546 -2.52092 0.40667
C 1.16585 3.46601 -3.58903
C 0.10480 1.55412 -2.60612
```

Calculated values
LUMO (spin up / spin down)   -8.8 / -12.1 eV
Spin multiplicity   5
Charge   +3
Frontier orbital gap (spin up / spin down)   6.68 / 3.86 eV
HOMO energy (spin up / spin down)   -15.50 / -15.98 eV
<S²>   6.04

=====

Entry 4:
Molecular formula: C25H18BrI2N7NaO3S
Method: DFT, ωB97M-V/def2-TZVPD

```
58
Properties=species:S:1:pos:R:3
H -4.11225 -2.29497 1.41171
C -4.34832 -2.84949 -1.06864
C -1.26017 -4.78056 2.20200
H -2.28239 -1.62553 2.91128
H 0.34154 7.01343 -0.96022
C 4.86571 2.51190 -0.35446
N 1.45856 2.06548 -1.65790
I -1.25595 1.58292 3.61981
C -5.22821 -1.79914 -1.06642
C -3.43812 -0.17294 -1.32062
O -2.97047 1.04302 -1.25323
N 2.25522 4.26633 -1.29558
H 2.61069 0.19528 0.62531
H 6.37895 3.37339 0.89705
C -1.26382 -3.50677 2.74234
C -3.32314 -2.99973 1.63216
H 5.12804 3.08386 -1.23360
H 3.81734 0.48876 2.76036
H -6.27509 -2.01037 -0.88042
C 5.17918 1.95422 1.97138
Na -0.75719 1.32450 -1.93577
C 1.91004 5.52986 -1.11686
C -2.30328 -5.16413 1.37348
H 6.34139 2.99039 3.27567
N -4.37254 -4.78468 0.22374
C -2.53398 -1.28948 -1.52333
C 0.59799 5.97584 -1.11341
H -5.48212 0.34714 -1.05890
N 5.89115 2.09466 3.17130
C -2.29398 -2.61716 2.47760
N -1.24219 -0.99347 -1.81911
H -0.45600 -5.46637 2.42992
C -4.78554 -0.47387 -1.16680
C -0.36554 4.99712 -1.30825
Br 0.15424 -2.97070 3.87718
C 3.81338 1.61633 -0.43004
C -2.98120 -2.62049 -1.38556
H -1.42302 5.24534 -1.30833
C 1.25243 3.38404 -1.48684
C 3.43933 0.88887 0.69167
H -2.33831 -4.68243 -1.52802
C -3.31470 -4.26863 1.05526
O 3.63408 2.08641 -2.97475
C 4.11594 1.05486 1.88542
C -0.73542 -3.32393 -1.87223
H 0.01358 -4.08871 -2.02645
H 0.64693 -1.67254 -2.18706
I -2.20015 1.33686 1.05378
C -0.37694 -1.96503 -1.97163
H -2.33385 -6.16171 0.95375
C 5.55150 2.67475 0.83830
N -4.86806 -4.13407 -0.70984
S 2.89089 1.42275 -1.92992
N -0.06867 3.72523 -1.49501
C -2.03018 -3.64668 -1.58943
H 2.72970 6.22742 -0.96323
O 2.64868 0.00262 -2.08026
H 5.35428 1.86003 3.99170
```

Calculated values
LUMO   1.7 eV
Charge   -1
Frontier orbital gap   6.86 eV
HOMO energy   -5.16 eV

=====

Entry 5:
Molecular formula: C3H6O3
Method: DFT, ωB97M-V/def2-TZVPD

```
12
Properties=species:S:1:pos:R:3
O 1.16740 0.03193 -1.18381
O -0.68002 -2.99293 1.33581
H 0.81147 2.96797 0.30408
O -1.44256 -1.00196 0.51281
C -1.57251 -2.30822 0.96259
H -0.68335 -0.86582 -0.00439
H 0.29639 1.33325 1.16038
C 0.57310 1.86309 0.27604
C 1.06683 1.36300 -0.86849
H 1.58711 2.02873 -1.69904
H -2.66968 -2.42682 1.31197
H 1.54583 0.00780 -2.10795
```

Calculated values
LUMO   0.5 eV
Structure (SMILES)   C=CO.O=CO
Frontier orbital gap   9.94 eV
HOMO energy   -9.42 eV

=====

Entry 6:
Molecular formula: C5H9NS
Method: DFT, ωB97M-V/def2-TZVPD

```
16
Properties=species:S:1:pos:R:3
H -1.01682 -0.72180 -2.12342
H -0.02260 -2.13186 -1.57863
C 1.52152 -0.38617 0.12466
N -1.98499 0.70817 -0.31513
C -0.53408 -1.28394 -1.35087
H -4.13259 1.19031 -0.34639
C 0.24354 -0.31091 -0.37242
C -0.72900 0.80368 -0.02478
S -3.05976 1.80422 0.36813
H -1.51463 -1.58600 -0.70317
H 2.37245 -1.02639 -0.28363
H 2.48913 -0.80195 1.91799
H -0.19476 1.85941 0.33102
C 2.11468 0.23901 1.35101
H 3.05660 0.65002 1.05607
H 1.39130 0.99422 1.94954
```

Calculated values
LUMO   0.5 eV
Structure (SMILES)   C/C=C(C)\C=N\S
Frontier orbital gap   8.70 eV
HOMO energy   -8.23 eV

=====

Entry 7:
Molecular formula: C5H9N2
Method: DFT, ωB97M-V/def2-TZVPD

```
16
Properties=species:S:1:pos:R:3
C 1.35352 -0.44867 0.10711
H -2.31246 1.28064 1.64935
C 1.19228 -0.04338 -1.36960
H -2.80335 0.56114 0.03913
N 0.41361 1.15234 -1.51670
H 0.47817 1.63916 -2.46210
H -2.39187 -0.48747 1.59167
H 0.52923 -0.87283 -1.72101
C -2.20640 0.43826 0.93886
H 2.13063 0.25473 -1.86279
N -0.81301 0.23195 0.58606
C 0.10419 -0.62959 0.79041
H 2.16601 -1.31895 0.19410
H 1.91092 0.36086 0.68834
C -0.43910 1.60424 -0.71743
H -0.05484 -1.58500 1.33859
```

Calculated values
LUMO   -4.2 eV
Charge   +1
Frontier orbital gap   10.02 eV
HOMO energy   -14.22 eV

=====

Entry 8:
Molecular formula: C6H12INOS
Method: DFT, ωB97M-V/def2-TZVPD

```
22
Properties=species:S:1:pos:R:3
H -1.58528 0.56086 -0.32296
H 0.33977 -0.53193 1.34199
H 1.99660 2.48836 0.96758
C -0.88491 0.78635 0.49452
C 0.86939 0.64173 -1.15232
C 0.30456 1.56664 0.06706
H 0.03703 -2.89740 -1.18457
N -0.58154 -0.59590 0.99368
H 0.26356 0.66898 -2.13365
C -0.97485 -1.72315 0.21746
H -1.41037 1.24704 1.25656
C 1.32219 1.71525 1.23984
H 1.80760 1.03426 -1.44573
I -0.43554 3.40735 -0.94906
S 1.47537 -1.00889 -0.85330
C -0.19732 -1.85066 -1.09750
H 0.74090 1.85531 2.16722
H 1.91419 0.79512 1.28981
H -0.48136 -1.55958 -2.08925
O 2.25838 -1.37643 -2.04926
H -0.74601 -2.61646 0.97987
H -2.01722 -1.53162 0.13576
```

Calculated values
LUMO   0.1 eV
Frontier orbital gap   8.94 eV
HOMO energy   -8.89 eV